# C5H16N2O

2 unconnected molecules or ions with the total composition C5H16N2O in a non-equilibrium geometry (the ωB97M-V functional and the def2-TZVPD basis, the OMol25 dataset).

The HOMO-LUMO gap is 10.1 eV. The calculation puts the molar mass at 120.196 g/mol. Its SMILES is CNCCCCN.O. As for the spin multiplicity: 1. Its energy relative to the best compared isomer or geometry (same formula, charge and spin) is 2.124 eV.

Cartesian coordinates (Å):
C 1.93626 -1.71852 -0.37160
N 1.41190 -0.34160 -0.05591
C 0.90741 -0.37482 1.42755
C -0.62845 -0.46456 1.48209
C -1.38754 0.62619 0.74734
C -2.01157 -0.02803 -0.50590
N -1.66113 0.74341 -1.74593
H 1.13042 -2.32248 -0.74772
H 2.67271 -1.71328 -1.15875
H 2.53967 -2.20302 0.57166
H 0.53535 -0.22927 -0.60429
H 1.15043 0.65658 1.93450
H 1.40825 -1.12574 1.99278
H -0.90783 -0.58583 2.55954
H -0.87886 -1.57596 1.11035
H -0.77275 1.55294 0.52566
H -2.16554 0.93918 1.41085
H -1.84964 -1.08440 -0.69787
H -3.11525 0.07013 -0.46838
H -1.42781 1.77701 -1.59277
H -2.38206 0.68821 -2.36822
O 1.62659 2.52749 -0.94751
H 1.90791 2.54199 -1.85682
H 1.96156 1.64437 -0.64066

Here are the Mulliken charges for atoms 1 to 6, given in e: atom 1 (C): -0.825, atom 2 (N): -0.348, atom 3 (C): -0.648, atom 4 (C): -0.671, atom 5 (C): -0.505, atom 6 (C): -0.646